Density functional theory data (ωB97M-V/def2-TZVPD) for a 3-piece molecular cluster, C27H51ClI2N4O3S3 overall.

Summary:
highest occupied orbital energy: -7.4 eV
LUMO level: -0.179 eV
molecular weight: 865.2 u
SMILES: CCC[C@]1(S)[C@@](CCCI)(CCCSC(=S)N(CC)CC)C(=O)N[C@@]1(I)[C@@H](Cl)CC.CNC(C)=O.CNC(C)=O
orbital gap: 7.27 eV
total charge: 0

Geometry (Å):
I (-4.650, 1.458, -4.274)
I (-4.370, -4.395, -2.978)
Cl (0.134, -3.909, -2.483)
S (2.446, 1.476, 2.762)
S (-0.436, 1.370, 2.405)
S (-1.252, -2.882, 0.389)
O (-2.133, -0.025, -1.816)
O (1.819, 6.082, 0.864)
O (6.629, 0.263, 0.512)
N (2.474, 6.763, -1.173)
N (1.274, 2.198, 0.480)
N (7.386, -0.806, 2.333)
N (-2.286, -2.207, -2.437)
C (-3.390, -4.820, 1.649)
C (-1.532, -4.559, -2.249)
C (-4.942, -1.590, -1.079)
C (-3.468, -1.619, -0.517)
C (7.009, 0.319, 1.668)
C (-2.591, -3.466, -1.879)
C (3.533, 1.321, -0.222)
C (-3.173, -3.989, 2.925)
C (-3.873, -4.021, 0.434)
C (0.240, 3.118, -0.031)
C (2.662, 8.313, 0.723)
C (-2.927, -3.100, -0.363)
C (-0.468, 2.634, -1.298)
C (7.063, 1.627, 2.424)
C (3.008, 7.687, -2.151)
C (-5.121, 0.590, -2.382)
C (-5.221, -0.936, -2.438)
C (2.279, 6.963, 0.159)
C (-1.504, -5.794, -1.353)
C (-3.542, -0.723, 0.749)
C (7.844, -0.928, 3.700)
C (-0.973, -7.013, -2.101)
C (1.176, 1.707, 1.740)
C (2.639, 2.541, 0.034)
C (-2.551, -1.131, -1.620)
C (-1.307, 0.527, 1.055)
C (-2.406, -0.318, 1.695)
H (-4.598, -1.342, -3.235)
H (-0.811, -7.846, -1.415)
H (-2.885, 0.281, 2.480)
H (-2.493, -5.399, 1.411)
H (-1.552, -2.114, -3.126)
H (6.726, 2.411, 1.753)
H (0.074, 2.955, -2.193)
H (-2.119, -3.813, 3.142)
H (-1.672, -7.337, -2.876)
H (-4.165, -5.567, 1.840)
H (2.208, 5.844, -1.489)
H (-0.511, 1.547, -1.354)
H (-4.335, 0.945, -1.723)
H (-3.969, 0.214, 0.374)
H (7.182, -1.570, 4.283)
H (-5.541, -1.035, -0.350)
H (-1.741, 1.245, 0.363)
H (-0.455, 3.355, 0.775)
H (-2.528, -5.988, -1.017)
H (-1.787, -4.901, -3.248)
H (-0.878, -5.605, -0.483)
H (-1.162, -4.084, 0.950)
H (-6.069, 1.043, -2.100)
H (3.079, 3.232, 0.759)
H (7.860, 0.050, 4.171)
H (2.512, 3.090, -0.900)
H (-6.248, -1.201, -2.708)
H (3.917, 7.296, -2.609)
H (8.853, -1.341, 3.745)
H (-0.011, -6.790, -2.567)
H (2.092, 9.114, 0.250)
H (3.051, 0.409, 0.128)
H (4.493, 1.408, 0.279)
H (-4.326, -4.715, -0.275)
H (2.283, 7.889, -2.942)
H (0.766, 4.047, -0.255)
H (-4.698, -3.395, 0.790)
H (-5.355, -2.595, -1.077)
H (-4.332, -1.171, 1.365)
H (2.445, 8.298, 1.786)
H (3.723, 8.516, 0.575)
H (-0.587, -0.087, 0.513)
H (-1.969, -1.173, 2.207)
H (7.317, -1.644, 1.777)
H (8.078, 1.850, 2.759)
H (3.252, 8.630, -1.672)
H (-3.592, -4.498, 3.794)
H (6.410, 1.603, 3.297)
H (-1.483, 3.031, -1.362)
H (3.716, 1.198, -1.293)
H (-3.662, -3.014, 2.850)

Löwdin atomic charge list, values in e, 8 entries:
1 I 0.761
2 I 0.952
3 Cl 0.644
4 S 0.631
5 S 0.906
6 S 0.958
7 O 0.097
8 O 0.039